DFT (ωB97M-V with the def2-TZVPD basis set) results for a structure of composition C45H25F2HfI4N4 in a non-equilibrium geometry.

Output
Highest occupied orbital energy (alpha / beta) = -10.11 / -10.11 eV
Strongest force on any atom = 2.703 eV/Å
Orbital gap (alpha / beta) = 5.29 / 5.29 eV
Net charge = +1
E = -92170.0582 eV

Structure (XYZ):
```
81
Properties=species:S:1:pos:R:3:forces:R:3:mulliken_charge:R:1
Hf 8.608615 14.997729 13.248597 0.0750 -0.4612 -0.8405 0.498
I 5.203618 21.669344 19.990627 0.2736 -0.7526 -0.1638 0.118
C 5.896474 20.045170 18.809382 0.2633 -0.4834 0.1883 -0.236
C 5.324000 19.894224 17.555623 0.4505 -0.6886 -0.5725 -0.643
C 5.848454 18.958134 16.648041 -0.1955 -0.1885 -0.1214 -0.449
C 6.955343 18.173614 16.980904 1.1391 -0.0926 -0.5760 0.101
C 7.565500 18.367233 18.239131 -0.1253 0.0970 0.2511 -0.343
C 6.969451 19.199005 19.195488 -0.3940 0.8458 -0.5876 -0.667
C 7.513978 17.229009 15.904895 0.1468 -0.1560 -0.7634 1.093
C 7.905901 15.889679 16.190939 0.1679 -2.0269 -0.1375 0.382
C 8.352058 15.370692 17.459082 -0.8574 -0.1758 -0.2669 -1.253
C 8.708822 14.060186 17.316185 -0.0156 0.8498 -1.1846 -1.268
C 8.504311 13.652057 15.947744 -0.2196 0.9559 0.5944 0.750
C 8.670512 12.333379 15.449604 -0.1756 0.6436 0.0518 0.753
C 9.232966 11.180725 16.299673 -0.8384 1.0567 -0.7205 0.237
C 8.857244 11.047914 17.649333 -0.1345 0.0643 -0.9690 -0.611
C 9.399332 10.011363 18.410217 -0.4559 -0.6554 -0.0880 -0.657
C 10.176797 9.020371 17.792982 0.4204 0.7367 -0.3015 -0.379
I 10.972431 7.352378 18.885260 -0.5037 0.9301 -0.5407 0.117
C 10.530885 9.184317 16.432084 0.3467 -1.3332 0.8720 -0.412
C 10.078251 10.236391 15.680378 -0.2532 1.1799 -0.2417 -0.471
C 8.247387 12.053536 14.123061 -0.9574 0.2331 -1.8683 0.303
N 7.999733 12.988219 13.056814 -0.2644 -2.5838 -0.4496 0.346
C 7.542916 12.207092 11.910664 0.1943 0.4818 2.2610 0.272
C 7.238454 12.746011 10.637891 -0.3394 -0.3336 0.0341 1.978
C 6.657471 11.813595 9.554435 1.2188 0.4829 0.1030 -0.110
C 5.496548 12.080125 8.810698 0.2866 -0.6529 0.4363 -0.323
C 5.054114 11.118263 7.882659 0.1045 0.3918 -0.2417 -0.538
C 5.811411 9.990086 7.566158 0.2243 -0.1144 0.8869 -0.254
I 5.037729 8.481218 6.276322 0.3852 0.7201 0.4499 0.118
C 7.025955 9.782494 8.253511 0.0192 -0.2292 -0.2797 -0.622
C 7.441114 10.683705 9.231899 -0.7515 0.3173 -0.0724 -0.564
C 7.524508 14.075533 10.326040 0.8376 1.9051 -0.0560 -0.498
C 7.750937 14.566142 8.988630 -0.3000 1.5091 0.5336 -1.096
C 8.105532 15.914777 9.068162 -0.1007 -1.9713 0.0907 -1.218
C 8.126324 16.306468 10.442263 -0.1857 -0.8467 0.3629 0.545
N 7.830285 15.161965 11.235954 -0.1037 -0.3267 -1.4402 -0.680
C 8.287239 17.652914 10.918358 -0.2559 -0.7003 -0.0185 0.844
C 8.060301 17.935262 12.283701 -0.2392 0.1085 1.4192 0.640
C 7.854723 19.249087 12.880618 0.7119 -1.1003 0.5098 -1.322
C 7.676408 19.100836 14.224193 -0.4893 0.4424 -0.2361 -1.238
C 7.642110 17.705634 14.575716 0.7327 -0.0328 -1.2312 0.183
N 7.964961 16.975650 13.363287 -0.9473 2.5073 0.3467 -0.047
C 8.598668 18.767684 9.892533 0.0733 -0.7349 0.8787 0.184
C 7.721237 19.843694 9.752873 0.0926 0.0566 0.3111 -0.469
C 8.070224 20.930196 8.954229 1.7594 -0.5287 -0.8640 -0.626
C 9.288579 20.893350 8.189852 -1.0219 -1.0466 1.0238 -0.216
I 9.732242 22.522042 6.922865 -0.0322 -0.5636 0.3829 0.135
C 10.122526 19.735747 8.266177 -1.0413 1.4849 -0.1478 -0.610
C 9.801416 18.718557 9.151360 -0.8301 -0.6267 0.3439 -0.363
C 7.455109 10.843699 12.338205 0.1365 0.7156 0.6664 -1.156
C 7.846146 10.769048 13.660537 0.5185 -1.0456 0.2923 -1.256
N 7.983144 14.800596 15.252274 0.5958 0.4772 1.6544 -0.481
H 4.468950 20.467339 17.247739 -0.0948 0.3135 0.0186 0.405
H 5.438461 18.847989 15.624268 -0.0295 0.1189 0.9451 0.495
H 8.568724 17.972204 18.466845 -0.7949 -0.1309 -0.0924 0.550
H 7.359989 19.269371 20.207944 0.1800 0.1067 -0.3201 0.416
H 8.289363 15.923467 18.381107 0.2168 -0.0836 -0.0159 0.507
H 9.105424 13.422006 18.053837 0.3706 -0.3075 0.7085 0.967
H 8.051011 11.730413 17.985705 0.8280 -0.7584 0.2710 0.745
H 9.103364 9.904621 19.446136 0.0695 -0.0128 -0.0057 0.390
H 11.171206 8.420880 15.996572 -0.0857 0.2172 -0.0746 0.387
H 10.380073 10.394884 14.620341 -0.1852 -0.3106 1.0184 0.450
H 4.903416 12.975672 9.009004 0.1393 -0.3249 -0.0766 0.484
H 4.112799 11.281383 7.370447 0.0572 0.0244 0.0461 0.391
H 7.646224 8.907045 8.021715 -0.3162 0.4271 0.1087 0.361
H 8.363225 10.562928 9.793823 -0.0393 -0.2792 -0.3375 0.625
H 7.635360 13.996585 8.072280 0.0375 0.0354 0.2783 0.540
H 8.405698 16.492610 8.220780 -0.1071 0.4581 -0.1366 0.577
H 7.933729 20.188814 12.382802 0.0665 0.2696 -0.3376 0.629
H 7.594388 19.933503 14.928957 -0.0976 -0.5210 -0.2826 0.560
H 6.778166 19.830839 10.324220 0.5219 0.1559 -0.4426 0.588
H 7.447465 21.798793 8.906099 -0.3111 0.2677 -0.1036 0.411
H 10.966742 19.696661 7.599735 0.3164 -0.1783 0.1241 0.412
H 10.398091 17.798758 9.251670 -0.0082 0.6920 -0.1532 0.484
H 7.160600 10.015530 11.726199 -0.2514 -0.1034 -0.0943 0.680
H 7.890580 9.853254 14.309502 -0.1260 1.1092 -0.9714 0.533
F 11.406211 13.685848 13.256634 -0.4067 -0.3405 -0.4664 -0.260
C 10.834039 14.916612 12.998765 1.9518 0.4571 0.5479 0.236
F 11.309297 15.672757 14.118956 -0.7120 0.2356 -0.3730 -0.305
H 11.385505 15.352717 12.138481 -0.3358 -0.2787 0.2534 0.227
```
Forces are in eV/Å.


DFT (ωB97M-V with the def2-TZVPD basis set) results for a structure of composition C16H21IrN5Si2 in a non-equilibrium geometry.

Output
Highest occupied orbital energy (alpha / beta) = -15.07 / -15.08 eV
Expectation value of S² = 0.760
Strongest force on any atom = 1.440 eV/Å
Orbital gap (alpha / beta) = 6.54 / 6.23 eV
2S+1 = 2
Net charge = +2
E = -42961.9427 eV

Structure (XYZ):
```
45
Properties=species:S:1:pos:R:3:forces:R:3:mulliken_spin:R:1
Ir -0.010236 -0.381463 -0.383304 0.5080 0.9566 0.9487 0.549
C -3.012487 -2.251068 -0.486495 -0.2115 0.2396 -0.0912 0.012
Si -1.714208 -1.708010 0.725585 -0.4613 -1.0464 -0.3056 0.277
C -2.396203 -0.921251 2.243581 0.1950 0.6439 -0.0052 0.000
C -0.567254 -3.141427 1.092254 0.3628 -0.0552 -0.0436 0.076
C -1.220015 -4.271125 1.601510 0.1333 0.0507 -0.0164 0.014
C -0.503600 -5.422283 1.894946 -0.0815 -0.0099 0.0248 0.013
C 0.867744 -5.464332 1.688190 0.0725 -0.0028 -0.0057 0.003
C 1.529893 -4.355112 1.183315 -0.1898 0.0598 0.0304 -0.002
C 0.826407 -3.184335 0.867684 -0.1747 -0.3216 0.1707 -0.037
Si 1.827864 -1.823250 0.101671 -0.1271 -0.7451 -0.1794 0.008
C 3.082961 -1.165322 1.284205 -0.0789 0.6150 0.0341 0.000
C 2.586504 -2.325748 -1.507380 0.0466 0.2121 -0.2503 0.002
H -3.925972 -2.501891 0.061795 0.0199 -0.0497 -0.0473 0.008
H -2.677689 -3.138186 -1.025689 -0.0235 -0.0124 0.0085 0.001
H -3.291599 -1.476389 -1.206023 -0.0488 -0.0201 0.0530 0.004
H -3.047332 -1.668168 2.709364 0.0384 -0.0337 -0.0019 0.003
H -2.998297 -0.037295 2.023812 -0.0558 -0.0593 0.0382 0.000
H -1.625147 -0.644135 2.963685 -0.0492 -0.0553 0.0568 0.000
H -2.291423 -4.262164 1.778313 0.0151 -0.0197 -0.0134 0.001
H -1.020589 -6.288452 2.286661 0.0171 0.0023 0.0059 0.001
H 1.421958 -6.365332 1.916058 -0.0120 0.0097 0.0152 0.000
H 2.604359 -4.412771 1.036140 -0.0320 -0.0068 -0.0296 0.000
H 3.809382 -1.970954 1.433026 -0.0334 -0.0184 0.0209 -0.001
H 2.662712 -0.907280 2.257388 0.0355 -0.0539 0.0102 -0.001
H 3.629912 -0.301790 0.898217 0.0496 -0.0685 0.0146 0.000
H 3.378352 -3.053206 -1.304707 -0.0232 -0.0025 -0.0225 0.000
H 3.050269 -1.484161 -2.030631 0.0354 -0.0557 0.0114 0.000
H 1.860102 -2.793686 -2.173649 0.0271 -0.0423 0.0241 0.000
N 2.553156 2.929556 -1.201298 -0.0024 0.0092 0.0027 0.002
C 1.940200 2.305506 -0.197318 -0.0238 0.0936 -0.1323 -0.013
N 1.164288 1.371281 -0.728870 -0.0981 -0.0659 0.2363 0.075
C 1.365699 1.482004 -2.067815 -0.2145 -0.2719 -0.3564 -0.016
N 2.206633 2.417778 -2.398742 0.0706 0.1194 0.1177 0.005
C 0.650441 0.560604 -2.955648 0.2745 0.3114 -0.2562 0.004
C 0.715594 0.609760 -4.337791 -0.1252 -0.1104 -0.0791 0.000
N 0.030560 -0.240205 -5.098918 0.1084 0.1099 0.0850 0.000
C -0.724281 -1.142979 -4.491295 0.0480 0.1063 0.0291 0.002
C -0.796322 -1.231004 -3.102956 -0.1645 -0.2277 -0.1540 0.009
N -0.103946 -0.379325 -2.351175 0.1371 -0.1827 0.0562 0.011
H 3.201304 3.705499 -1.158108 0.0070 0.0067 0.0129 0.001
H 2.052654 2.542694 0.848842 0.0346 0.0168 -0.0341 0.000
H 1.338402 1.353620 -4.820832 -0.0368 -0.0132 -0.0350 0.000
H -1.287722 -1.824433 -5.115953 -0.0142 -0.0303 0.0467 0.000
H -1.396663 -1.976766 -2.600992 0.0456 0.0184 0.0049 -0.011
```
Forces are in eV/Å.


DFT (ωB97M-V with the def2-TZVPD basis set) results for a cluster of 2 separate species, C4H9N2O in total in a non-equilibrium geometry.

Output
Highest occupied orbital energy = -15.79 eV
Strongest force on any atom = 4.317 eV/Å
Orbital gap = 11.76 eV
Net charge = +1
E = -9311.3636 eV

Structure (XYZ):
```
16
Properties=species:S:1:pos:R:3:forces:R:3:nbo_charge:R:1
C -3.738512 0.128423 0.286077 -3.2316 2.3298 1.6619 0.194
C 1.395603 1.499431 0.173658 -0.3724 0.3604 0.8051 -0.689
C -0.312059 -1.772523 -0.140082 -2.9665 -1.2736 -1.8592 -0.497
C 0.320683 0.504205 -0.131509 2.1614 2.6561 0.1364 0.263
N -2.726565 -0.085235 -0.146677 2.1903 -0.6978 -1.2222 -0.420
N 0.540610 -0.690830 0.103109 1.5184 -2.0144 1.9467 0.031
O 1.760506 -1.112906 0.643897 0.0127 0.8054 1.9088 -0.512
H -4.569623 0.705993 0.714203 0.3241 -1.0848 -0.3504 0.269
H 1.798713 -0.890004 1.651770 -0.3765 -0.4509 -2.3725 0.505
H 1.965290 1.292557 1.112242 -0.4940 -0.1007 -0.8914 0.250
H 0.950384 2.499862 0.319824 0.4121 -0.3895 -0.6463 0.263
H 2.081628 1.394373 -0.681980 -0.0135 0.6104 0.2707 0.282
H -1.361349 -1.267460 -0.324834 2.2479 -1.4773 0.0977 0.291
H -0.427641 -2.377696 0.820444 0.5649 0.3367 -1.7218 0.255
H 0.065699 -2.254313 -1.147643 -0.8343 0.1868 2.4447 0.259
H -0.528449 0.748785 -0.706320 -1.1430 0.2034 -0.2081 0.258
```
Forces are in eV/Å.